{"formula": "C39H53AsF9N5O2Si2Y", "method": "ωB97M-V/def2-TZVPD", "homo_lumo_gap_ev": 7.177, "relative_energy_ev": 0.560, "lumo_ev": -2.2, "total_charge": 1, "elements": ["H", "C", "C", "H", "Y", "C", "C", "C", "C", "F", "H", "As", "H", "H", "H", "H", "H", "H", "O", "C", "H", "O", "C", "C", "N", "H", "H", "C", "C", "C", "C", "H", "H", "H", "H", "H", "C", "H", "F", "C", "H", "C", "C", "F", "H", "H", "N", "Si", "H", "C", "C", "H", "C", "N", "H", "F", "F", "H", "C", "C", "C", "C", "C", "C", "C", "C", "H", "C", "H", "H", "F", "C", "C", "H", "H", "H", "H", "N", "C", "H", "F", "H", "H", "H", "H", "H", "H", "H", "H", "H", "H", "H", "F", "H", "H", "C", "C", "C", "C", "H", "H", "H", "N", "H", "H", "F", "C", "H", "H", "C", "C", "Si"], "xyz": [[-5.26834, 0.56535, -2.16661], [3.13403, -0.96601, 1.34427], [1.70980, 2.40372, 2.20232], [-3.99449, 6.00494, -6.35056], [-0.07198, -0.04810, -0.08430], [-2.36775, 0.27102, 4.16428], [-3.14449, 4.21500, -4.61890], [-1.97360, -0.20302, 2.92569], [0.70484, -3.44716, 0.17978], [3.26118, 2.14537, -3.20670], [-1.40482, 2.36067, 1.96535], [-2.45557, -1.07893, -0.87708], [-1.96789, 3.71519, -1.76991], [-3.10517, -5.10135, 1.15376], [3.34694, 1.45890, 1.17887], [-6.24030, -0.91151, 1.61082], [-1.25446, -3.79443, -2.32628], [-1.36084, 2.75677, 0.38738], [-1.13633, 1.16237, -2.31995], [-1.15703, 0.81800, -6.35787], [-2.69812, -0.43326, 2.15449], [1.78686, 0.40205, -1.39472], [-1.85707, 2.00245, -5.72001], [-5.28893, -1.37304, 1.32016], [-0.69595, -0.42098, 2.59391], [-1.92752, -3.85467, 1.62339], [-2.23044, 2.93028, -7.60461], [2.82183, -4.51283, 0.12997], [2.73617, 1.26728, 2.06065], [-5.61067, -0.23559, -1.50061], [0.24205, -0.20269, 3.52083], [-1.27835, -5.10080, -1.12896], [-1.64187, -0.12744, -6.10395], [-5.76883, 1.58025, 0.77859], [-5.49873, -2.38872, 0.97594], [-4.92533, -4.71053, -1.27779], [2.44260, 1.16441, -3.60210], [-0.36312, -3.45080, 0.05050], [2.85425, 0.72381, -4.79416], [-2.34743, 3.01188, -6.52799], [1.32699, 4.92853, -2.44944], [-2.99052, 4.12753, -5.99759], [1.45390, -4.56889, -0.09274], [1.08253, -1.87789, -2.18275], [0.73307, 1.98109, 2.43253], [0.73313, 0.48270, 5.48960], [0.87831, 2.61217, -0.05479], [-2.99926, -3.34692, -0.56523], [-2.55008, -4.99253, -2.34030], [1.61310, 3.16637, 0.91599], [0.79412, 3.25769, -1.22664], [-4.31248, 1.52143, 1.76475], [2.54225, -2.25289, 0.85015], [-1.54225, 1.99477, 1.02991], [2.88688, 4.77092, 1.54649], [3.99674, -1.54090, -1.63018], [4.42484, 0.55284, -1.33330], [1.98399, 3.07410, 3.01456], [1.74067, -1.23763, -3.16751], [3.92243, -0.32776, -2.20886], [3.36616, -3.34689, 0.63113], [-0.06071, 0.29863, 4.77595], [-3.51350, 5.20390, -6.90939], [1.63582, -0.61383, 3.15089], [-1.99394, 2.12785, -4.32317], [-2.65221, 3.23968, -3.76385], [-5.51291, -3.12355, -0.75777], [-1.38526, 0.54835, 5.10172], [-4.27055, 2.23154, 0.12696], [0.19233, 2.78211, -1.98676], [1.22573, 1.70045, -3.76729], [-4.70223, -3.63688, -1.27868], [-2.88404, 3.40008, -2.27840], [4.42611, -3.26855, 0.84227], [2.72236, 5.95821, -0.63808], [-3.65938, -3.55435, 1.82072], [-3.64913, 4.15610, -2.10125], [1.22703, -2.29518, 0.62219], [-1.90366, -4.40009, -1.68740], [1.60800, -1.69615, 3.04846], [0.82206, -0.91426, -4.08936], [-6.65771, -0.04087, -1.23697], [-0.11231, 0.74932, -6.04359], [-1.17222, 0.91500, -7.44202], [-3.19746, 2.46261, -1.82103], [-3.66473, 5.06971, -4.19664], [3.89842, -1.19162, 2.09977], [-1.23674, 0.11086, -4.00325], [-4.70100, -3.29198, -2.31696], [-2.52769, 1.77366, 0.94400], [3.63898, -0.47352, 0.51915], [2.32763, -0.37739, 3.96684], [2.58257, -2.10168, -3.72649], [-5.55808, -1.16719, -2.06456], [3.40995, 1.24984, 2.92504], [-1.42019, 1.06586, -3.50020], [-4.68579, 1.42352, 0.73809], [1.43004, 4.45711, -1.48079], [-2.91251, -4.02092, 1.17106], [-4.23984, 4.79183, -7.61232], [3.45287, -5.36995, -0.07314], [-4.66930, -1.45749, 2.22034], [2.12110, -0.06084, 1.87786], [-2.70206, 5.63403, -7.49875], [-3.41965, 0.41943, 4.38176], [4.71583, -0.33886, -3.27508], [2.20493, 5.01870, -0.47952], [0.97810, -5.46228, -0.47304], [-1.64638, 0.93895, 6.07731], [2.29665, 4.36258, 0.73495], [2.42269, 0.02519, -2.52802], [-4.50353, -0.30004, 0.00178]]}

---

{"formula": "C36H40MgO3P2S", "method": "ωB97M-V/def2-TZVPD", "homo_lumo_gap_ev": 6.664, "relative_energy_ev": 0.456, "lumo_ev": -0.2, "elements": ["H", "H", "H", "H", "C", "C", "H", "C", "C", "C", "H", "H", "C", "H", "C", "H", "C", "C", "C", "H", "C", "C", "C", "H", "H", "C", "P", "H", "H", "C", "H", "H", "H", "C", "C", "C", "C", "Mg", "C", "H", "H", "C", "C", "C", "H", "H", "H", "H", "H", "S", "O", "H", "H", "H", "H", "H", "C", "C", "C", "H", "P", "H", "C", "O", "H", "C", "H", "C", "O", "C", "H", "C", "H", "H", "C", "C", "H", "C", "C", "H", "H", "C", "H"], "xyz": [[1.18884, 1.52305, 5.65324], [-3.61632, 1.86101, 2.60035], [6.36919, -0.20172, -5.69929], [-3.00885, -4.19726, 1.26677], [-0.46631, -2.78780, -3.60017], [-6.18201, -2.56075, 1.68065], [2.07755, -0.05339, -5.54556], [-5.26346, -2.19360, 0.54717], [4.61729, 0.92137, 1.71532], [-6.30806, -1.45416, 2.74434], [-3.45896, -2.29888, -0.51266], [-2.07875, -2.70695, 1.40138], [3.03403, 0.11825, -5.05358], [5.83923, 4.58945, 1.38407], [0.58933, -0.60348, -3.47338], [-0.90786, 0.15675, 5.45311], [2.25806, -0.20497, 0.02125], [5.52043, 0.66640, -3.90539], [-3.96762, -2.48511, 0.44264], [-3.56697, 3.57362, 2.06310], [-0.66211, -0.15612, 3.33476], [-0.28688, 0.36999, 4.57671], [-5.01968, -0.95157, 3.33125], [-3.13458, -1.25413, 4.21879], [7.41019, 2.83095, 2.17730], [5.45190, 0.05905, -5.16795], [2.04219, 1.44080, 0.72508], [-0.22440, -0.30212, 1.25037], [-0.75350, 2.07632, -3.26698], [1.58943, 1.49288, 3.51875], [-1.57136, -0.74527, 3.21073], [0.08523, 0.73909, -5.11909], [-0.52587, -3.81657, -3.24050], [-3.09792, -3.11870, 1.48998], [-1.27485, -2.34812, -4.65511], [-1.07887, -1.06931, -5.19071], [5.94101, 1.25303, 2.01868], [0.45979, 2.26694, -0.90739], [0.87225, 1.15851, 4.67214], [-2.05347, 2.21631, -2.03162], [2.39861, -1.02868, 0.73868], [0.08953, 0.12017, 2.20116], [0.43540, -1.90964, -2.98623], [4.19214, 3.22822, 1.08357], [-2.03479, -3.01183, -5.07269], [4.27138, -0.10634, 1.83995], [2.45066, 2.16429, 3.57573], [-2.16874, 2.85377, 2.97446], [4.14485, -0.70511, -6.71897], [-2.28470, 2.20833, 0.64885], [-2.26732, 0.74241, 0.60477], [-5.91370, -3.51788, 2.13788], [6.49181, 0.90346, -3.46462], [-7.18842, -2.70457, 1.26359], [2.91365, -1.28008, -1.71189], [-6.82875, -0.59195, 2.29972], [-2.96675, 2.67178, 2.24588], [4.20541, -0.21931, -5.74046], [6.38166, 2.57463, 1.91334], [-1.19540, 0.65041, -2.26855], [1.62678, 0.64270, -2.58334], [-1.68949, -0.72115, -6.03157], [5.49888, 3.55690, 1.45215], [-0.87710, 2.77162, 0.60433], [-5.08045, 0.07856, 3.69732], [-0.10659, -0.22642, -4.64520], [-6.96710, -1.82458, 3.55074], [2.35637, -0.41891, -1.31506], [-3.15551, 2.88494, -0.31005], [3.08997, 0.61937, -3.74098], [3.51624, 3.99093, 0.68592], [-3.57185, -3.01042, 2.96559], [1.01549, -2.24245, -2.12730], [-5.77112, -1.66299, -0.26957], [4.34870, 0.96501, -3.20568], [3.73795, 1.90242, 1.23863], [6.62415, 0.47097, 2.34698], [1.21398, 0.95717, 2.27882], [-3.89535, -1.65167, 3.52550], [-2.76242, -3.42018, 3.59332], [-4.42414, -3.68594, 3.09493], [-1.09435, 1.74535, -2.27803], [4.40314, 1.43289, -2.22019]]}

---

{"formula": "C17H22MoN4OS2", "method": "ωB97M-V/def2-TZVPD", "homo_lumo_gap_ev": [6.246, 7.222], "relative_energy_ev": 0.000, "lumo_ev": [-15.9, -14.9], "multiplicity": 3, "total_charge": 4, "elements": ["C", "C", "C", "H", "C", "C", "C", "H", "N", "H", "H", "C", "C", "H", "C", "C", "S", "H", "H", "O", "C", "H", "C", "H", "N", "H", "C", "C", "C", "H", "H", "H", "H", "S", "H", "Mo", "H", "H", "H", "C", "N", "H", "H", "C", "N", "H", "H"], "xyz": [[0.65544, -2.33698, 2.38392], [1.09517, -4.80083, -1.43131], [0.37183, -2.97847, -0.07447], [-3.54928, 1.60022, -2.04563], [-1.56779, 2.33504, 1.02757], [-2.75574, 3.01016, 0.79564], [-4.80240, 3.41051, -0.65973], [-5.55355, 3.08063, 0.06757], [0.93918, -2.10011, -0.94345], [-5.15674, 3.18265, -1.66375], [-4.70351, 4.49284, -0.54452], [-0.26140, -2.36576, 1.15784], [1.56638, -2.54943, -2.06092], [-1.22828, 2.08851, 3.10564], [-0.75248, 2.57120, 2.24588], [1.67042, -3.89463, -2.32228], [-1.18294, -0.04868, -2.02165], [1.88194, 0.34358, 1.96378], [1.15536, -5.86574, -1.62418], [1.70284, -0.39567, 1.36438], [-1.86523, 1.18250, -0.97111], [2.18427, -4.23126, -3.21316], [1.57994, 2.54605, -1.18779], [-0.70460, 3.63684, 2.47556], [-1.12849, 1.41929, 0.10619], [-0.03033, -5.02449, 0.39806], [-3.51594, 2.75682, -0.34095], [3.11261, 0.88718, -1.23146], [1.98092, -1.69881, 2.05791], [3.45241, -0.12711, -1.08092], [-3.10370, 3.75182, 1.50405], [0.15569, -1.82315, 3.20616], [2.57521, -2.26912, 1.34764], [2.92799, 3.35931, -1.72140], [1.97399, -1.80234, -2.73105], [0.43874, -0.18362, -0.38192], [-1.22837, -2.82339, 1.37384], [2.59256, -1.47348, 2.92765], [0.62408, 3.02711, -1.05578], [3.86256, 1.92341, -1.65451], [1.78535, 1.23400, -0.96232], [0.26149, 2.19112, 2.13279], [-0.61095, -1.28367, 0.98633], [0.43352, -4.33466, -0.29666], [-3.01856, 1.81905, -1.20140], [4.90967, 1.92504, -1.92543], [0.83069, -3.36346, 2.71934]]}